Formula: C9H11FO7P
Source: the OMol25 dataset
Level of theory: the ωB97M-V functional and the def2-TZVPD basis

HOMO level	-4.31	eV
DFT total energy	-1317.2438	a.u.
charge	-1

Each line ends with the Löwdin charge.
Geometry (Å):
C: 0.328 2.235 -3.006  -0.1185
C: 0.488 1.670 -1.441  -0.2178
O: 1.243 0.410 -1.541  -0.1178
C: 1.154 -0.396 -0.314  -0.0434
C: -0.059 -1.121 0.177  -0.0894
C: -1.476 -1.069 -0.647  -0.1575
P: -2.655 0.063 0.407  0.7401
O: -3.658 -0.797 1.310  -0.4075
O: -3.481 1.248 -0.589  -0.2185
O: -1.630 0.959 1.528  -0.2480
C: -0.032 -2.037 1.560  -0.1286
O: -1.220 -2.535 2.001  -0.0564
C: 1.353 -2.376 2.375  -0.1311
O: 1.423 -3.335 3.498  -0.0459
C: 2.594 -1.643 1.912  0.0749
C: 2.525 -0.584 0.626  -0.1327
O: 3.661 0.086 0.366  -0.0190
H: -0.763 2.048 -3.388  0.0495
H: 1.038 1.564 -3.692  0.0789
H: 0.695 3.338 -3.135  0.0465
H: 1.002 2.508 -0.805  0.1163
H: -0.608 1.556 -1.035  0.0775
H: -1.893 -2.164 -0.685  0.1183
H: -1.309 -0.567 -1.691  0.1094
H: -3.053 2.136 -0.406  0.0832
H: -1.521 0.434 2.393  0.0988
H: 0.533 -3.818 3.620  0.1303
H: 3.619 -1.876 2.473  0.1375
F: 1.701 4.060 -1.872  -0.7292

Atomic forces in eV per Å
0.363 -1.435 -0.491
-1.415 2.855 -1.280
-0.849 -2.188 4.319
-1.761 -1.306 1.016
2.703 1.032 -0.815
1.312 0.324 0.683
-2.912 -1.542 4.229
3.381 3.186 -3.828
2.941 -1.014 2.397
-1.410 -1.867 -1.132
-4.503 -1.739 1.209
7.381 2.762 -2.492
2.796 1.856 -1.481
-1.915 1.679 -2.767
-3.706 -1.915 0.788
4.965 2.230 -0.624
-7.204 -4.162 1.477
1.805 0.263 0.706
-1.478 1.280 1.481
-0.650 -2.009 0.968
-0.444 -1.710 -1.481
1.974 -0.441 -0.551
0.477 2.395 0.078
-0.177 -1.141 1.990
-0.566 -1.235 -0.350
-0.674 0.824 -2.081
1.624 1.431 -0.696
-2.413 0.874 -1.603
0.354 0.714 0.330